Record 1
The following is a quantum chemistry calculation of a single C4H6OS molecule at a distorted geometry, from the Open Molecules 2025 dataset.

```
12
Properties=species:S:1:pos:R:3
C 1.07387 1.93683 0.84763
C -1.40193 -1.55360 -0.81276
C 0.62987 1.19736 -0.16550
C -1.21089 -0.64812 0.09649
O -1.80399 1.86800 0.68333
S -1.18193 1.27982 -0.51220
H 2.06313 2.19284 1.26891
H 0.27683 2.45321 1.41376
H -1.31139 -2.62040 -0.67046
H -1.72518 -1.31063 -1.81162
H 1.34767 0.65577 -0.76247
H -0.69099 -0.72079 1.08698
```

- ΔE to the lowest compared entry with this formula, charge and spin (kJ/mol) = 346.43
- total charge = 0
- LUMO (eV) = 0.65
- HOMO-LUMO gap (eV) = 9.9

***

Record 2
The following is a quantum chemistry calculation of a single C2H4O2S molecule at a distorted geometry, from the Open Molecules 2025 dataset.

```
9
Properties=species:S:1:pos:R:3
C 0.08210 -1.13489 0.37984
C -0.60138 0.42243 -0.84830
O -0.01035 1.38587 1.57084
O 1.86274 0.96146 0.01787
S 0.57770 0.66242 0.45587
H -0.80369 -1.61624 0.84912
H 1.00933 -1.44730 -0.14101
H -0.51840 0.19432 -1.97610
H -1.59806 0.57193 -0.30812
```

- ΔE to the lowest compared entry with this formula, charge and spin (kJ/mol) = 429.32
- total charge = 0
- LUMO (eV) = 0.14
- HOMO-LUMO gap (eV) = 10.6

***

Record 3
The following is a quantum chemistry calculation of 6 unconnected molecules or ions with the total composition C5H21NO5 at a distorted geometry, from the Open Molecules 2025 dataset.

```
32
Properties=species:S:1:pos:R:3
C 2.33086 -2.32868 -0.60260
C 2.26744 -0.94519 -1.26359
C 1.40132 -0.00235 -0.93048
C 1.18460 1.33158 -1.59619
N -0.06497 1.91283 -1.07389
C -1.24643 1.35093 -1.80751
H 3.14323 -2.36380 0.14186
H 2.47703 -3.03753 -1.41027
H 1.42495 -2.51795 -0.00694
H 3.10225 -1.02872 -1.96884
H 0.64594 -0.08742 -0.14430
H 1.22643 1.19255 -2.68076
H 1.96800 2.06405 -1.35374
H -0.04459 2.91942 -1.16994
H -0.83904 0.92750 -2.75276
H -1.91284 2.12629 -2.16637
H -1.68574 0.54983 -1.23043
O -0.89125 -2.27731 -1.16947
H -1.38042 -2.00330 -1.96689
H -0.53960 -1.37947 -1.00386
O -3.24652 1.69598 0.96447
H -2.31002 1.65536 0.74309
H -3.36639 0.87658 1.46224
O -0.99687 0.67694 2.56000
H -0.05988 0.40806 2.48326
H -0.88118 1.32683 3.27394
O -1.18705 -2.23156 1.72150
H -1.24589 -1.74308 0.89634
H -0.67982 -3.01766 1.51128
O 1.81007 0.89517 1.90823
H 1.50040 1.65972 2.41934
H 1.30928 1.12546 1.06795
```

- ΔE to the lowest compared entry with this formula, charge and spin (kJ/mol) = 214.36
- total charge = 0
- LUMO (eV) = 0.53
- HOMO-LUMO gap (eV) = 10.2

***

Which formula does entry 1 have? C4H6OS